(1)
The following is a DFT calculation (wB97M-V/def2-TZVPD) of a molecular structure, FH2O3PS.

ORCA input file:
```
! wB97M-V def2-TZVPD RIJCOSX def2/J DEFGRID3
* xyz 0 1
O -1.83 -0.02 -1.04
O -0.62 0.42 -3.49
O 0.86 0.32 -1.52
F -0.44 2.27 -1.73
P 1.03 -0.18 0.12
S -0.52 0.67 -2.11
H -0.08 0.47 0.50
H 0.12 -1.24 -0.04
*
```

The LUMO energy is -0.4170 eV. The value obtained for the maximum force is 7.90 eV/A. As for the energy relative to the best compared isomer or geometry (same formula, charge and spin): 372.4 kJ/mol. The calculation puts the HOMO-LUMO gap at 10.383 eV. The HOMO energy is -10.8 eV.

=====

(2)
The following is a DFT calculation (wB97M-V/def2-TZVPD) of a molecular structure, C46H53CuF3N5SeSi2.

ORCA input file:
```
! wB97M-V def2-TZVPD RIJCOSX def2/J DEFGRID3
* xyz -1 2
Cu -0.30 -0.32 0.19
C 4.10 -6.17 1.08
C 3.20 -5.91 2.26
C 3.46 -6.51 3.47
C 2.68 -6.26 4.59
C 1.64 -5.35 4.49
C 1.36 -4.74 3.29
C 2.12 -5.02 2.15
N 1.83 -4.45 0.92
C 0.96 -3.32 0.80
N -0.31 -3.66 1.07
C -1.43 -2.92 1.49
C -1.49 -1.53 1.27
C -2.62 -0.92 1.84
C -3.62 -1.61 2.50
C -3.53 -2.98 2.64
C -2.43 -3.66 2.14
C -2.35 -5.16 2.32
N 1.41 -2.18 0.43
C 2.77 -2.05 0.16
C 3.18 -2.07 -1.18
C 4.52 -2.02 -1.51
C 5.48 -1.97 -0.51
C 5.08 -1.89 0.81
C 3.74 -1.92 1.17
C 3.34 -1.80 2.61
H 4.83 -6.93 1.32
H 4.63 -5.26 0.80
H 3.52 -6.50 0.22
H 4.28 -7.21 3.55
H 2.89 -6.75 5.53
H 1.04 -5.11 5.36
H 0.56 -4.01 3.25
H 2.62 -4.40 0.29
H -0.40 -4.66 1.22
H -2.72 0.16 1.75
H -4.47 -1.08 2.92
H -4.31 -3.53 3.14
H -3.23 -5.52 2.86
H -1.47 -5.46 2.91
H -2.32 -5.68 1.36
H 2.42 -2.14 -1.94
H 4.81 -2.06 -2.55
H 6.53 -1.96 -0.77
H 5.83 -1.84 1.60
H 3.94 -2.44 3.25
H 2.29 -2.05 2.74
H 3.48 -0.77 2.94
F -2.79 6.68 -4.85
C -1.57 6.69 -4.23
F -1.60 7.81 -3.48
F -0.69 6.95 -5.23
C -1.26 5.46 -3.48
C -0.81 4.31 -4.17
C -0.50 3.17 -3.50
C -0.60 3.10 -2.07
C -1.18 4.22 -1.42
C -1.48 5.37 -2.10
C -0.02 2.09 -1.35
C 0.61 1.23 -0.65
H -0.70 4.36 -5.25
H -0.15 2.30 -4.03
H -1.36 4.17 -0.36
H -1.88 6.23 -1.58
C 5.01 1.82 -1.06
Si 3.17 2.05 -1.52
C 2.86 3.90 -1.85
C 2.87 1.05 -3.13
C 2.04 1.35 -0.14
Si 1.94 2.25 1.55
C 0.96 3.88 1.50
C 1.02 1.09 2.76
C 3.68 2.60 2.27
H 5.65 1.98 -1.93
H 5.20 0.82 -0.69
H 5.32 2.53 -0.30
H 3.19 4.17 -2.84
H 3.38 4.53 -1.13
H 1.80 4.14 -1.79
H 3.21 1.60 -4.00
H 1.81 0.84 -3.25
H 3.40 0.10 -3.11
H 2.43 0.35 0.08
H -0.05 3.68 1.15
H 1.39 4.63 0.84
H 0.87 4.33 2.49
H -0.03 1.38 2.86
H 1.45 1.09 3.76
H 1.03 0.07 2.39
H 4.22 3.33 1.67
H 4.27 1.69 2.31
H 3.60 2.99 3.28
C -5.24 1.23 0.17
N -5.64 1.23 -1.20
C -4.99 0.59 -2.22
Se -3.49 -0.42 -2.12
N -5.70 0.81 -3.36
C -6.80 1.59 -3.09
C -7.81 2.08 -3.89
C -8.79 2.85 -3.26
C -8.76 3.10 -1.90
C -7.74 2.61 -1.09
C -6.76 1.85 -1.71
H -4.35 0.61 0.26
H -6.03 0.82 0.79
H -5.01 2.25 0.50
H -5.41 0.44 -4.25
H -7.84 1.87 -4.95
H -9.59 3.26 -3.86
H -9.55 3.69 -1.46
H -7.72 2.80 -0.03
*
```

The LUMO energy (alpha / beta) is 2.3035 / 2.2969 eV. The value obtained for the maximum force is 0.95 eV/A. The calculation puts the HOMO-LUMO gap (alpha / beta) at 4.968 / 6.625 eV. The HOMO energy (alpha / beta) is -2.7 / -4.3 eV.

=====

(3)
The following is a DFT calculation (wB97M-V/def2-TZVPD) of a single C8H10S molecule.

ORCA input file:
```
! wB97M-V def2-TZVPD RIJCOSX def2/J DEFGRID3
* xyz 0 1
C -2.50 -0.62 -0.71
C -1.56 0.20 -0.33
C -1.75 0.98 0.95
C -0.30 0.60 -1.07
C 0.94 0.13 -0.43
C 1.48 -1.17 -0.34
C 2.67 -1.15 0.45
C 3.11 0.11 0.81
S 1.98 1.27 0.27
H -2.56 -1.19 -1.68
H -3.42 -0.76 -0.11
H -1.07 0.42 1.48
H -2.71 0.66 1.49
H -1.53 2.06 1.00
H -0.27 1.65 -1.12
H -0.37 0.30 -2.05
H 0.98 -2.01 -0.85
H 3.10 -2.09 0.78
H 3.78 0.62 1.48
*
```

The LUMO energy is 0.8040 eV. The value obtained for the maximum force is 3.37 eV/A. The SMILES is C=C(C)Cc1cccs1. As for the energy relative to the best compared isomer or geometry (same formula, charge and spin): 193.7 kJ/mol. The calculation puts the HOMO-LUMO gap at 9.486 eV. The HOMO energy is -8.7 eV.

=====

(4)
The following is a DFT calculation (wB97M-V/def2-TZVPD) of 3 unconnected molecules or ions with the total composition C40H70F7N2O12.

ORCA input file:
```
! wB97M-V def2-TZVPD RIJCOSX def2/J DEFGRID3
* xyz -1 1
C -2.69 1.82 -0.07
C -2.40 0.64 -0.19
C -1.96 -0.78 -0.21
C -2.73 -1.48 -1.35
C -4.25 -1.27 -1.14
C -5.09 -2.48 -1.57
C -6.48 -2.42 -0.90
C -7.20 -1.05 -1.01
C -7.51 -0.41 0.37
C -6.55 0.70 0.76
C -7.15 1.73 1.72
C -6.03 2.58 2.39
O -6.11 3.96 2.08
C -5.82 4.22 0.71
O -0.61 -0.98 -0.49
C 0.33 -0.63 0.50
C 0.72 0.87 0.50
C 0.92 1.44 -0.91
C 0.67 2.97 -0.85
C 0.03 -1.14 1.92
C -0.75 -0.18 2.83
C 0.15 0.76 3.64
F -0.07 0.65 5.01
C 1.63 -1.38 0.07
O 2.71 -1.08 0.95
C 3.78 -0.42 0.34
C 4.91 -0.42 1.37
O 6.01 -0.82 1.08
C 4.53 0.09 2.79
F 3.50 0.94 2.64
F 4.09 -0.94 3.51
C 5.62 0.89 3.54
F 6.84 0.41 3.37
F 5.60 2.13 3.08
C 5.38 0.93 5.08
F 6.35 1.73 5.57
F 5.53 -0.26 5.62
C 4.04 1.58 5.50
O 3.58 2.56 4.98
O 3.44 0.99 6.58
C 1.37 -2.89 -0.10
O 1.17 -3.62 0.90
O 1.37 -3.28 -1.25
H -2.96 2.79 0.23
H -2.32 -1.24 0.71
H -2.45 -2.52 -1.39
H -2.44 -0.95 -2.26
H -4.42 -1.13 -0.07
H -4.53 -0.36 -1.65
H -4.58 -3.36 -1.19
H -5.16 -2.54 -2.65
H -7.09 -3.22 -1.31
H -6.31 -2.63 0.16
H -6.69 -0.35 -1.66
H -8.17 -1.25 -1.46
H -8.52 0.00 0.31
H -7.52 -1.20 1.13
H -6.17 1.22 -0.12
H -5.67 0.28 1.26
H -7.79 2.44 1.21
H -7.73 1.24 2.51
H -5.05 2.16 2.19
H -6.16 2.51 3.47
H -4.98 4.91 0.66
H -6.68 4.69 0.23
H -5.52 3.31 0.20
H -0.10 1.45 0.92
H 1.57 1.05 1.15
H 0.18 1.05 -1.59
H 1.92 1.26 -1.29
H -0.41 3.12 -0.91
H 1.09 3.42 0.04
H 1.06 3.42 -1.76
H -0.58 -2.03 1.80
H 0.92 -1.47 2.45
H -1.48 0.44 2.32
H -1.30 -0.77 3.56
H -0.05 1.79 3.35
H 1.21 0.59 3.44
H 1.90 -1.03 -0.93
H 4.13 -0.99 -0.52
H 3.56 0.62 0.07
H 2.97 0.19 6.30
C 1.55 -10.97 -0.38
O 2.24 -9.85 0.11
C 2.60 -8.89 -0.89
C 1.80 -7.61 -0.75
N 0.40 -7.82 -1.11
C -0.48 -6.71 -0.75
C -0.61 -6.35 0.73
O -1.30 -7.32 1.52
C -0.49 -8.39 1.97
H 1.49 -11.70 0.42
H 0.54 -10.72 -0.70
H 2.09 -11.43 -1.22
H 2.50 -9.32 -1.89
H 3.65 -8.65 -0.73
H 2.22 -6.85 -1.41
H 1.90 -7.27 0.28
H 0.06 -8.66 -0.65
H -1.47 -6.95 -1.12
H -0.14 -5.81 -1.29
H -1.23 -5.45 0.78
H 0.34 -6.08 1.18
H 0.54 -8.08 2.17
H -0.50 -9.22 1.27
H -0.92 -8.76 2.91
C 3.68 8.49 -6.27
O 4.63 8.43 -5.22
C 4.34 9.30 -4.13
C 3.94 8.51 -2.90
N 2.62 7.90 -3.07
C 2.28 6.92 -2.04
C 3.15 5.67 -1.91
O 3.05 4.77 -3.01
C 3.87 5.08 -4.12
H 4.09 7.93 -7.11
H 2.73 8.04 -5.98
H 3.51 9.52 -6.59
H 3.58 10.04 -4.39
H 5.26 9.84 -3.91
H 3.90 9.19 -2.04
H 4.72 7.76 -2.72
H 2.59 7.44 -3.97
H 1.26 6.59 -2.24
H 2.26 7.42 -1.07
H 2.78 5.11 -1.05
H 4.20 5.90 -1.70
H 4.81 5.55 -3.82
H 3.34 5.72 -4.83
H 4.10 4.15 -4.63
*
```

The LUMO energy is 2.0831 eV. The value obtained for the maximum force is 2.95 eV/A. The calculation puts the HOMO-LUMO gap at 6.990 eV. The HOMO energy is -4.9 eV.

=====

(5)
The following is a DFT calculation (wB97M-V/def2-TZVPD) of a molecular structure, C11H17Cl4HfN2O5.

ORCA input file:
```
! wB97M-V def2-TZVPD RIJCOSX def2/J DEFGRID3
* xyz 3 1
Hf -2.77 4.79 -0.41
C 1.27 0.91 3.06
C 1.11 1.34 1.62
O 0.26 2.44 1.24
H 1.86 0.01 3.25
H 0.25 0.69 3.37
H 1.72 1.76 3.59
H 0.70 0.41 1.22
H 2.13 1.38 1.24
C 4.20 -5.46 1.69
Cl 4.14 -4.25 0.37
Cl 3.39 -6.94 1.15
Cl 5.91 -5.72 2.07
Cl 3.32 -4.82 3.12
C 3.20 5.04 -2.94
N 2.12 6.04 -2.94
O 2.23 6.90 -3.76
O 1.22 5.97 -2.08
H 4.12 5.60 -3.14
H 3.04 4.20 -3.62
H 3.30 4.71 -1.90
C -3.73 3.65 6.11
N -4.03 4.74 5.12
O -3.63 4.52 3.90
O -4.71 5.71 5.36
H -3.55 4.13 7.07
H -2.80 3.16 5.82
H -4.63 3.03 6.08
C -1.32 -5.61 -3.07
C -0.88 -4.40 -2.68
C -1.17 -3.27 -3.39
C -1.88 -3.39 -4.57
C -2.39 -4.61 -4.97
C -2.10 -5.75 -4.20
H -1.01 -6.45 -2.46
H -0.21 -4.34 -1.84
H -0.91 -2.31 -2.99
H -2.30 -2.53 -5.07
H -2.97 -4.57 -5.88
H -2.48 -6.72 -4.50
*
```

The LUMO energy is -14.4973 eV. The value obtained for the maximum force is 4.52 eV/A. The calculation puts the HOMO-LUMO gap at 1.615 eV. The HOMO energy is -16.1 eV.